Entry 1:
{
  "formula": "C16H29N2OPRuSSi",
  "method": "the ωB97M-V functional and the def2-TZVPD basis",
  "species": ["Ru", "S", "P", "Si", "O", "N", "N", "C", "C", "C", "C", "C", "C", "C", "C", "C", "C", "C", "C", "C", "C", "C", "C", "H", "H", "H", "H", "H", "H", "H", "H", "H", "H", "H", "H", "H", "H", "H", "H", "H", "H", "H", "H", "H", "H", "H", "H", "H", "H", "H", "H", "H"],
  "coordinates": [[0.1915, 0.2371, 0.2635], [-2.4127, 4.0446, 0.8497], [0.4032, -1.9547, -0.1982], [2.2364, 0.5769, -0.7054], [-0.8655, -0.1290, -2.1583], [-0.8362, 2.1346, 0.1318], [-0.2212, 0.1618, 1.9627], [1.4096, 0.6336, 5.6905], [-1.5432, -0.3572, -4.5044], [-0.5117, 0.2068, 4.3070], [-1.0747, -3.0431, -0.0268], [0.0299, 0.3753, 5.5655], [1.5111, -2.6846, 1.0611], [-1.9395, -0.2976, -3.0027], [-1.4714, 4.2256, -0.6161], [0.3271, 0.3089, 3.1585], [1.0961, -2.6182, -1.7623], [-0.7305, 3.0963, -0.8778], [-3.0862, 0.5687, -2.4965], [2.2576, 0.7283, 4.5739], [1.7208, 0.5653, 3.3028], [-1.7542, 2.4664, 1.0556], [2.4656, 0.9274, -2.5378], [-2.3309, -1.2821, -3.2511], [2.4672, -2.1495, 1.0525], [-3.3792, 0.0532, -1.5744], [-3.9742, 0.4631, -3.1342], [3.4977, 1.2767, -2.6873], [1.0432, -2.5798, 2.0486], [2.3019, 0.0242, -3.1358], [-2.0085, 1.8080, 1.8787], [2.0935, -2.1995, -1.9469], [2.3312, 0.6322, 2.3862], [1.1775, -3.7169, -1.6975], [-1.8375, -2.7848, -0.7750], [-2.1440, -1.1481, -4.9534], [3.2657, -0.4367, -0.3326], [-2.8691, 1.6209, -2.2707], [-0.6177, 0.3016, 6.4366], [0.4378, -2.3531, -2.6014], [3.3236, 0.9254, 4.6893], [-0.8066, -4.1050, -0.1652], [1.6824, -3.7509, 0.8473], [-1.4930, 5.1105, -1.2333], [-0.5263, -0.7040, -4.6440], [-1.7538, 0.5141, -5.1105], [2.4664, 1.8863, -0.0131], [-0.0803, 2.8882, -1.7279], [1.7757, 1.7038, -2.8866], [1.8328, 0.7611, 6.6919], [-1.5141, -2.9292, 0.9736], [-1.5631, -0.0029, 4.1000]],
  "forces_ev_per_angstrom": [[-1.3725, 0.7768, -5.2071], [0.8819, -0.7921, -1.0060], [0.5487, -1.7466, -0.4763], [1.1450, 0.0275, -1.4047], [0.6308, -0.5950, 0.5864], [-1.5578, 0.9511, 0.3595], [-1.7854, -0.6178, 4.2158], [0.1657, 0.0488, 0.4483], [-0.1932, 0.9596, -0.9377], [0.3748, 0.1652, -0.0955], [-0.3660, 0.2316, 0.0923], [0.2385, -0.0118, -0.3336], [0.0342, -0.2739, 0.0059], [0.5246, 0.3443, -0.4494], [0.3186, -0.9256, -0.0453], [0.0284, -0.1864, 0.4471], [-0.0068, 0.0150, -0.1588], [-0.5790, 0.3778, 1.4435], [-0.8210, -0.8725, -0.3886], [-0.5369, -0.0897, -0.1528], [0.1748, 0.0000, 0.2526], [1.3079, 0.4361, -1.2817], [0.3312, 0.0805, -0.1011], [-0.6250, -1.3530, 2.8060], [-0.1805, -0.1537, 0.0632], [0.0324, 0.4175, 0.1985], [0.0774, 0.3839, -0.1053], [-0.2094, -0.0594, -0.1429], [0.1601, 0.0239, -0.2043], [-0.0246, 0.1937, 0.0847], [0.1446, 0.1426, -0.1200], [-0.2204, -0.0773, 0.0502], [-0.2872, -0.0257, 0.6033], [-0.0183, 0.3869, 0.0836], [0.2784, 0.0772, 0.1815], [-0.1510, 0.0556, -0.3309], [0.1926, 0.1944, 0.1554], [0.1995, -0.2924, -0.2997], [0.2727, 0.0394, -0.0404], [0.1740, 0.0798, 0.3478], [-0.2927, -0.0418, 0.0923], [0.1429, 0.4769, 0.0331], [-0.0200, 0.2910, 0.1100], [-0.1928, 0.0177, 0.1658], [0.3722, 0.2890, 0.2443], [0.3734, 0.6220, -0.1173], [0.2624, -0.0088, 0.2364], [-0.2773, 0.1426, 0.3287], [0.0903, -0.2063, 0.0529], [-0.1458, -0.0382, -0.3720], [0.1199, 0.0638, -0.2448], [0.2658, 0.0560, 0.3271]],
  "lumo_energy_ha": [0.006, -0.048],
  "gap_ev": [6.07, 5.67],
  "largest_force_ev_per_a": 5.4,
  "e_homo_ev": [-5.92, -6.98],
  "spin_multiplicity": 5
}



Entry 2:
{
  "formula": "C13H32N4O6SSi4V",
  "method": "the ωB97M-V functional and the def2-TZVPD basis",
  "species": ["V", "S", "Si", "Si", "Si", "Si", "O", "O", "O", "O", "O", "O", "N", "N", "N", "N", "C", "C", "C", "C", "C", "C", "C", "C", "C", "C", "C", "C", "C", "H", "H", "H", "H", "H", "H", "H", "H", "H", "H", "H", "H", "H", "H", "H", "H", "H", "H", "H", "H", "H", "H", "H", "H", "H", "H", "H", "H", "H", "H", "H", "H"],
  "coordinates": [[-0.0503, 0.1104, 2.2499], [2.1435, 0.3860, 3.9252], [1.2239, 1.8925, -1.1875], [-2.2001, 0.3445, -1.2882], [0.8094, -1.7545, -1.3006], [-0.0811, 0.1661, -0.2926], [0.8168, -0.0552, 4.3860], [1.8825, 0.8639, 2.5305], [-2.2599, -3.2320, 3.3040], [3.0173, -0.9201, 3.7819], [-1.3878, -1.3600, 2.4499], [2.8940, 1.2689, 4.7549], [-1.1291, 1.8474, 2.3100], [1.1951, -2.5288, 2.4806], [-2.4112, 3.9373, 2.4759], [-2.7765, 5.4907, 0.5792], [-0.2858, -3.2630, -0.8962], [-1.6978, 2.8646, 2.3594], [2.5375, -2.1312, -0.5715], [-2.2814, 0.2886, -3.1921], [-3.2952, -1.0915, -0.7148], [1.1346, 2.1872, -3.0675], [0.7807, 3.5425, -0.3826], [0.1083, -2.9866, 3.3560], [-1.3141, -2.5130, 3.0028], [3.0618, 1.6033, -0.8189], [-2.5681, 4.7211, 1.4228], [-3.1024, 1.9317, -0.7998], [1.1037, -1.8807, -3.1799], [3.4710, 0.8035, -1.4417], [1.8069, -1.1209, -3.5280], [2.6641, -1.7509, 0.4438], [3.2159, 1.3304, 0.2258], [-3.1938, -1.2633, 0.3580], [-4.1131, 1.9200, -1.2225], [-1.0413, -3.3927, -1.6759], [0.1156, -4.0754, 3.3912], [1.5281, -2.8643, -3.4146], [3.3087, -1.6546, -1.1817], [-3.1919, 2.0252, 0.2827], [2.4728, -1.6207, 3.3108], [1.3161, -3.1663, 1.6977], [-0.8245, -3.1477, 0.0461], [0.1816, -1.7660, -3.7529], [2.7395, -3.2082, -0.5699], [1.4437, 1.3073, -3.6358], [1.4907, 4.3198, -0.6853], [-4.3454, -0.8781, -0.9394], [0.3064, -4.1843, -0.8577], [0.8129, 3.4587, 0.7051], [-3.0232, -2.0206, -1.2223], [0.1258, 2.4538, -3.3882], [3.6267, 2.5183, -1.0269], [-3.3290, 0.3799, -3.5023], [0.9122, -1.6903, 1.9322], [-2.5963, 2.8293, -1.1620], [0.2915, -2.6164, 4.3684], [1.7998, 3.0169, -3.3338], [-1.7200, 1.0989, -3.6604], [-0.2227, 3.8826, -0.6488], [-1.8971, -0.6538, -3.5885]],
  "forces_ev_per_angstrom": [[-0.5986, 0.6916, 0.1711], [-0.6930, -0.1926, -0.4469], [-0.1140, -0.0700, 0.0447], [0.1168, -0.0170, 0.0407], [-0.0138, 0.1074, 0.0678], [0.0765, -0.1006, -0.2555], [0.1218, -0.0283, 0.5412], [0.4233, -0.2304, -0.0556], [0.0856, 0.0159, -0.0109], [0.1481, 0.0524, 0.0960], [0.3716, 0.1604, -0.0704], [0.0410, 0.0037, 0.0142], [0.1468, 0.1390, 0.1517], [-0.0220, 0.5193, -0.3642], [0.1801, 0.0701, 0.0236], [0.0025, 0.0279, -0.0450], [0.0695, 0.0036, -0.0710], [-0.2204, -0.3020, -0.1958], [-0.0561, -0.0002, -0.0701], [-0.0970, 0.0026, 0.0487], [0.0221, 0.0288, -0.0618], [0.0683, 0.0727, 0.0684], [0.0293, 0.0048, -0.0355], [-0.0814, -0.1105, 0.0868], [-0.0457, -0.1904, 0.0754], [-0.0407, 0.0272, -0.0822], [-0.0677, 0.1001, 0.0899], [0.0291, -0.0730, -0.0875], [0.0159, -0.0863, 0.0468], [0.0015, -0.0202, -0.0110], [0.0157, 0.0299, 0.0282], [0.0066, 0.0104, -0.0122], [-0.0357, 0.0096, 0.0497], [0.0037, 0.0332, 0.0450], [-0.0036, 0.0384, 0.0000], [-0.0179, 0.0087, -0.0082], [-0.0463, 0.0269, 0.0056], [0.0020, 0.0083, -0.0363], [0.0097, 0.0233, -0.0116], [0.0049, -0.0444, 0.0289], [-0.0214, -0.0034, -0.0129], [0.0800, -0.1900, 0.2043], [0.0302, 0.0186, 0.0663], [-0.0292, 0.0171, 0.0267], [0.0194, -0.0120, 0.0008], [-0.0075, -0.0335, 0.0167], [-0.0073, 0.0190, -0.0081], [-0.0228, -0.0191, -0.0002], [-0.0144, -0.0164, 0.0030], [0.0291, -0.0392, 0.0293], [0.0072, -0.0065, -0.0045], [-0.0239, 0.0047, 0.0358], [0.0386, -0.0111, -0.0014], [0.0055, -0.0018, -0.0369], [0.0168, -0.4496, -0.1042], [0.0033, 0.0064, 0.0082], [0.0443, 0.0024, -0.0319], [0.0018, -0.0077, -0.0339], [0.0199, 0.0165, 0.0328], [-0.0298, -0.0176, -0.0127], [0.0217, -0.0269, 0.0303]],
  "lumo_energy_ha": [0.173, 0.173],
  "gap_ev": [6.07, 5.49],
  "largest_force_ev_per_a": 0.9,
  "charge": -2,
  "e_homo_ev": [-1.37, -0.78],
  "spin_multiplicity": 2,
  "de_lowest_kcal_mol": 0.0
}